Record 1
Molecular formula: C3H5F3P
Method: DFT, ωB97M-V with the def2-TZVPD basis set

Positions of all 12 atoms, in Å:
C 0.65628 0.03888 0.37214
C -0.31074 0.10675 -0.56566
C 2.08011 -0.01718 0.06305
F -2.30946 0.61276 1.32859
F -3.00193 0.84024 -0.95136
F -2.80182 -1.71570 -0.02852
P -1.98002 0.10918 -0.07912
H 0.38816 0.04650 1.42396
H -0.12099 0.06564 -1.62913
H 2.27920 -0.10503 -1.00157
H 2.53721 -0.85075 0.60549
H 2.58400 0.86871 0.46212

Summary:
Total charge: +1
E_HOMO (spin up / spin down): -12.612 / -17.925 eV
LUMO energy (spin up / spin down): -5.5 / -10.1 eV
Kohn-Sham gap (spin up / spin down): 0.2596 / 0.2893 hartree
2S+1: 3

Here are the Mulliken charges for atoms 1 to 2, given in e:
1 C -0.030
2 C -0.031

Record 2
Molecular formula: C3H5F3Se
Method: DFT, ωB97M-V with the def2-TZVPD basis set

Positions of all 12 atoms, in Å:
C -0.72527 0.57103 1.22602
C -1.82413 -1.12968 -0.92640
C 2.11667 0.27780 -0.49687
F 1.80955 1.43588 -1.13657
F 2.39573 0.44532 0.83157
F 3.10148 -0.41916 -0.99371
Se -0.17252 -1.00470 -0.03363
H -1.77807 0.21951 1.39787
H -0.12453 0.26139 2.11819
H -0.34667 1.38096 0.62727
H -2.49567 -0.27490 -0.76081
H -1.95656 -1.76345 -1.85293

Summary:
E_HOMO (spin up / spin down): -6.812 / -9.551 eV
LUMO energy (spin up / spin down): 0.7 / -0.9 eV
Kohn-Sham gap (spin up / spin down): 0.2758 / 0.3188 hartree
2S+1: 3

Here are the Mulliken charges for atoms 1 to 2, given in e:
1 C -1.019
2 C -0.702

Record 3
Molecular formula: C3H5FN2
Method: DFT, ωB97M-V with the def2-TZVPD basis set

Positions of all 11 atoms, in Å:
H 0.90273 -1.50341 -2.18986
N 0.69726 -0.78815 -1.49429
C 0.22550 -1.33713 -0.42678
N -0.28176 -0.65428 0.64615
C -0.46539 0.73135 0.88600
C -0.08338 1.67351 0.04065
F -0.37820 2.93946 0.41054
H 0.22237 -2.44152 -0.30940
H -0.28334 -1.16654 1.49385
H -0.98601 0.97711 1.82511
H 0.43022 1.56961 -0.88197

Summary:
E_HOMO: -8.573 eV
LUMO energy: 0.7 eV
SMILES string: [H]/N=C/N/C=C/F
Kohn-Sham gap: 0.3426 hartree

Here are the Mulliken charges for atoms 1 to 2, given in e:
1 H 0.224
2 N -0.590

Calculated E_tot in order - -20621.786; -76685.781; -8888.592 eV
Calculated relative energy (zero: lowest compared OMol25 entry of this formula, charge and spin) in order - 1.4774; 0.0000; 0.5534 eV